# 1
90
Properties=species:S:1:pos:R:3 method="wB97M-V/def2-TZVPD" e_homo_ev="-13.3 / -14.4" s2=6.0442 charge=+3 relative_energy_kcal_mol=45.9 spin_multiplicity=5 fmax_ev_per_a=0.74
Rh -0.44323 1.26064 -1.73582
Se 1.97678 4.21627 -5.90082
Cl 2.23471 4.69074 0.29054
Cl 2.91644 5.51712 -2.42849
S 1.18953 -1.87687 1.20344
O -0.02189 3.25337 -1.67143
O -1.02813 -1.72446 2.03449
O -0.27732 0.84425 5.14408
O 2.04318 2.64581 -2.22612
N 3.25186 0.29515 -2.87903
N -0.03203 3.10847 5.08396
N -0.78255 -0.82807 -1.64208
N -0.72720 1.25012 -3.86294
N -0.29092 1.33896 0.30286
N -0.38591 2.45149 -4.52814
N 2.15627 -4.08967 2.30591
N 0.53779 4.91962 -5.33650
N 0.02356 -3.48009 2.97672
C -2.45317 3.51875 -3.75982
C -1.43733 1.70006 2.36221
C -0.66189 4.81793 -4.73398
C -1.42833 1.46735 1.00656
C 3.12116 -4.21492 5.19818
C 1.66552 4.87032 -1.40081
C 0.87706 1.46188 0.94988
C -1.44244 5.97493 -4.54852
C 1.43948 -1.51535 -2.62980
C -3.20589 4.67526 -3.58336
C 3.40126 -5.24537 4.10892
C -0.18606 1.89186 4.53834
C -2.69258 5.90671 -3.97255
C -0.11906 0.10386 -4.60102
C -3.20921 -1.99507 3.85494
C 1.14589 -3.27058 2.22592
C -0.63759 -1.24039 -4.07705
C 1.40420 0.13551 -4.50360
C -4.60754 -3.58475 4.98149
C 2.27480 -5.34370 3.08906
C -4.36110 -2.28221 4.55916
C 1.22284 3.48422 -1.83869
C -0.10046 -1.64733 -2.69977
C -2.28968 -3.01329 3.58831
C -1.18659 3.57899 -4.31382
C 1.82150 -0.11395 -3.06982
C 0.95018 1.70541 2.30513
C -3.69946 -4.60287 4.70814
C -2.53752 -4.32206 4.01609
C -0.22639 1.81747 3.03082
C -1.10611 -2.68043 2.82125
H 2.45631 -6.14381 2.37237
H -3.27998 6.80540 -3.84588
H -0.34940 -2.69560 -2.53163
H -1.77885 -1.03685 -1.67660
H -4.19363 4.61234 -3.14736
H 0.01813 -4.18975 3.69545
H 1.79263 -0.66064 -5.14481
H 4.33335 -5.00999 3.58805
H -5.51725 -3.81083 5.52166
H -1.86563 -5.13973 3.77988
H 0.60618 2.62422 -4.59510
H 1.81396 1.07498 -4.87989
H -5.07081 -1.49671 4.77901
H 1.77741 1.35675 0.35728
H 1.91610 1.77853 2.78799
H 3.52599 -6.23559 4.54779
H 1.77205 -1.71587 -1.60822
H -1.03438 6.91550 -4.89440
H -3.90251 -5.61426 5.03164
H -2.35604 1.36627 0.45627
H -2.37788 1.77064 2.89288
H 2.22144 -4.47380 5.76233
H -2.87796 2.56762 -3.45045
H -1.73585 1.17322 -3.98681
H 1.87768 -2.27244 -3.28355
H -0.40483 0.20677 -5.64746
H 0.00877 3.94943 4.53454
H 1.32964 -5.55567 3.58659
H 3.24082 1.33978 -2.86531
H -0.33948 -2.00247 -4.79914
H 3.63584 -0.01535 -1.98662
H 1.27976 0.58283 -2.42869
H 2.99518 -3.20918 4.78756
H -2.99517 -0.98557 3.52934
H 3.86356 -0.04524 -3.62340
H 0.82149 5.54839 -1.37762
H -1.73246 -1.25051 -4.06309
H -0.49429 -1.13486 -0.70722
H 3.94528 -4.17165 5.90756
H 2.98805 -3.82612 1.79354
H 0.01031 3.18879 6.08910

***

# 2
83
Properties=species:S:1:pos:R:3 method="wB97M-V/def2-TZVPD" e_homo_ev="-0.4 / -3.5" s2=3.7721 charge=-1 spin_multiplicity=4 fmax_ev_per_a=2.92
Re 0.14475 -1.08524 2.61165
O -1.41967 0.75258 -1.98480
O 0.23381 -1.49934 5.83679
O 2.56060 -2.07081 -5.27588
O -0.52236 2.34884 7.98619
O -1.14126 -2.99580 -6.46268
O 0.15017 2.24327 3.24499
O -1.08534 -0.98483 -7.49697
O 1.84955 -1.50044 -7.33572
N 0.07391 0.33062 4.42173
N -0.13536 0.45380 6.80371
C -1.34309 2.75070 -3.36663
C 2.22377 -0.88940 1.33156
C -0.93465 0.45020 -4.36131
C -1.21444 -0.95718 -3.69056
C 0.03692 1.67407 4.34615
C -1.32898 -0.67877 -2.19171
C 0.21556 0.26415 -5.33790
C -1.06089 -2.87681 2.21733
C -0.30745 1.81395 6.90556
C 2.24998 -0.26142 2.60792
C -0.52045 -4.11676 -7.12583
C -0.17418 2.59755 5.56924
C 0.30337 -1.25377 -5.50849
C 1.35098 4.66223 4.88047
C 1.82478 -2.25464 1.50440
C -1.50137 3.40038 5.38782
C -1.11320 -2.37913 3.58185
C 1.67543 -2.51109 2.91671
C -2.71618 2.49420 5.32179
C -0.70633 -1.71307 -6.61705
C 1.96279 -1.27720 3.62007
C -1.73680 -1.94006 1.36694
C 0.73434 1.53061 -2.69271
C -2.13037 -0.82193 2.15006
C 1.68959 -1.66474 -6.01039
C 0.07696 -0.29597 5.64226
C 1.08241 3.49906 5.81036
C -0.07740 -1.85351 -4.14751
C 3.14210 -1.90671 -7.81356
C -0.73479 1.37469 -3.10926
C -1.80303 -1.08751 3.52737
H 0.06633 0.71446 -6.32178
H 3.21903 -2.99995 -7.74773
H 2.52853 0.76065 2.82601
H 3.17044 -1.58689 -8.85505
H 1.86166 -3.01960 0.73005
H 2.54980 -0.42245 0.40508
H 1.29768 2.14209 -3.40756
H -0.81283 -3.90178 1.95397
H 1.22264 0.55452 -2.57295
H 1.16402 0.60872 -4.92005
H -2.76830 1.84915 6.20628
H -0.43905 -1.01832 -1.62495
H 0.52188 5.37120 4.88045
H 0.34320 -3.84317 -7.74209
H -0.20757 -4.80559 -6.33980
H -0.19434 -0.12402 7.64330
H -1.15245 3.41852 -2.51762
H -3.60992 3.12050 5.31294
H -0.89289 3.20718 -4.25950
H -1.43545 4.03187 4.48831
H 1.93822 2.80482 5.81418
H -2.73220 1.87748 4.41623
H -1.55880 4.04986 6.27833
H 2.24182 5.18353 5.23667
H 3.96993 -1.45629 -7.24694
H -1.27176 -4.59634 -7.75393
H 0.79077 -1.76068 -3.48921
H 0.96584 3.86453 6.84323
H -0.34592 -2.91236 -4.22317
H 2.21353 -1.20577 4.66836
H -2.42614 2.68677 -3.53299
H -2.20630 -0.49984 4.34520
H 1.57124 -3.46795 3.41912
H 1.53208 4.33112 3.85687
H -2.16120 -1.35849 -4.08259
H -2.21904 -1.16483 -1.75795
H -1.82935 0.75392 -4.92838
H 0.77887 2.02794 -1.71276
H -0.86507 -2.94341 4.47657
H -2.65676 0.07297 1.83852
H -2.03631 -2.10885 0.33337

***

# 3
84
Properties=species:S:1:pos:R:3 method="wB97M-V/def2-TZVPD" e_homo_ev=-10.5 charge=+1 relative_energy_kcal_mol=6.0 spin_multiplicity=1 fmax_ev_per_a=5.02
Ta 0.65878 0.02278 0.48990
Se 1.07690 2.64144 2.34118
Se 0.76996 -0.96207 3.19457
S 0.67482 1.93243 -1.08426
Si -4.02333 1.09427 1.42383
Si 1.17221 2.52777 -4.56927
O -0.66112 -1.57321 0.02693
O 2.50042 0.40825 0.81415
O -3.08047 -2.10013 0.47974
N 0.94206 -3.20812 0.33407
N 1.17228 -0.55071 -1.65721
N 1.75677 -2.11436 0.52811
C 1.88267 -0.25818 -4.33960
C -3.73441 -4.39169 0.62162
C 1.13571 0.69103 -2.25160
C 1.76988 -1.55547 -3.77320
C 4.80163 0.88605 0.62734
C -2.19059 -6.05918 -0.21121
C 1.44126 0.52716 4.27741
C -1.38776 -3.79366 0.11942
C -1.01250 0.96291 0.90575
C 5.49030 -1.73496 0.98372
C 0.66577 1.86012 4.15583
C -1.14482 -5.11153 -0.29372
C -1.00496 -1.13665 4.02918
C -4.49053 2.88487 1.91023
C 1.87457 2.55162 -6.32268
C 6.52647 -0.76424 0.90539
C -2.21229 0.94925 1.17521
C 6.14801 0.56653 0.58772
C -0.31739 4.04465 2.22705
C -2.71083 -3.44080 0.44356
C -0.28976 -2.82165 0.18367
C -5.17059 0.64296 0.00164
C 3.04016 -2.39951 0.73834
C 1.54472 0.89939 -3.60955
C -0.72894 2.60214 -4.46381
C 3.77793 -0.05923 0.78692
C 1.82173 4.07379 -3.77484
C 1.45028 -1.65263 -2.43176
C -4.61626 -0.04051 2.81276
C 4.11736 -1.42853 0.95252
C -3.42934 -5.71777 0.31927
H -4.09161 0.19116 3.73662
H 1.64863 4.87122 -4.54273
H -0.14232 -5.37878 -0.67014
H -3.68086 3.36923 2.38952
H -0.99060 3.93145 3.06998
H 2.99426 2.73624 -6.32805
H -0.85003 -1.05027 5.11923
H -4.96600 1.31443 -0.83758
H -4.67628 -4.11248 1.01807
H 0.96144 2.60229 4.88027
H 7.55684 -1.00071 1.12834
H 4.42974 1.90609 0.49401
H -6.23863 0.70363 0.27679
H 1.48049 -2.61320 -1.85405
H -2.02972 -7.04267 -0.63779
H -5.68817 0.17071 2.99693
H 0.28967 4.97205 2.27395
H 1.49678 0.16409 5.30354
H -0.37381 1.65565 4.19750
H 1.68166 1.56293 -6.80278
H -1.38585 -2.15245 3.77640
H -5.36125 2.96178 2.56026
H -1.65390 -0.31737 3.64538
H -0.79984 3.93558 1.26241
H -4.12715 -6.51217 0.50055
H -0.98162 3.59164 -4.82329
H -2.24184 -1.61357 0.36115
H 1.28884 4.31143 -2.83988
H -4.89366 -0.34483 -0.39394
H 3.27735 -3.46378 0.74347
H -4.43512 -1.10721 2.65309
H 2.25723 -0.09726 -5.37165
H 5.78594 -2.76451 1.10842
H 2.86865 4.08417 -3.49548
H 2.47413 0.66390 3.90483
H 6.88757 1.29770 0.31213
H 1.91235 -2.44268 -4.34487
H -4.71796 3.44866 1.02145
H -1.26056 1.86450 -5.05204
H -1.11976 2.49609 -3.44160
H 1.40826 3.31268 -6.91272

***

| no. | electronic energy (eV) |
| --- | --- |
| 1 | -158623.8055 |
| 2 | -54299.8699 |
| 3 | -202256.3966 |